Formula: C4H14N
Source: the Open Molecules 2025 dataset
Level of theory: ωB97M-V with the def2-TZVPD basis set

Last columns: bonded neighbours and bond lengths (Å).
CARTESIAN COORDINATES (ANGSTROEM)
1 N -1.13 0.77 1.94  C3 1.537, H13 1.184, H16 1.063, H17 1.112
2 C 1.23 -1.86 -1.70  C4 1.637, H6 0.996, H7 1.096, H18 1.108
3 C -1.16 1.80 0.80  N1 1.537, C5 1.476, H8 1.120, H11 1.174
4 C 1.45 -1.48 -0.12  C2 1.637, H10 1.126, H14 1.060, H19 1.093
5 C -0.68 1.26 -0.48  C3 1.476, H9 1.112, H12 1.119, H15 1.108
6 H 1.42 -1.17 -2.38  C2 0.996
7 H 0.24 -2.33 -1.71  C2 1.096
8 H -0.36 2.58 0.84  C3 1.120
9 H 0.27 0.69 -0.61  C5 1.112
10 H 1.25 -2.39 0.52  C4 1.126
11 H -2.19 2.33 0.57  C3 1.174
12 H -0.64 2.11 -1.20  C5 1.119
13 H -1.14 1.48 2.88  N1 1.184
14 H 2.49 -1.25 -0.10  C4 1.060
15 H -1.41 0.65 -1.06  C5 1.108
16 H -1.96 0.11 1.94  N1 1.063
17 H -0.24 0.11 1.79  N1 1.112
18 H 1.80 -2.72 -2.10  C2 1.108
19 H 0.76 -0.69 0.18  C4 1.093

HOMO energy (spin up / spin down)	-19.905 / -19.897	eV
2S+1	2
net charge	+2
Kohn-Sham gap (spin up / spin down)	0.457 / 0.178	hartree

In the natural (NBO) picture, each atom carries the following charge in e:
1 N -0.743
2 C -0.385
3 C -0.280
4 C -0.483
5 C -0.676
6 H 0.263
7 H 0.398
8 H 0.267
9 H 0.195
10 H 0.282
11 H 0.292
12 H 0.290
13 H 0.518
14 H 0.344
15 H 0.233
16 H 0.469
17 H 0.448
18 H 0.345
19 H 0.222

---

Formula: C4H14N2
Source: the Open Molecules 2025 dataset
Level of theory: ωB97M-V with the def2-TZVPD basis set

Last columns: bonded neighbours and bond lengths (Å).
CARTESIAN COORDINATES (ANGSTROEM)
1 N 2.66 -3.75 -0.64  C6 1.485, H10 1.078, H13 0.990
2 N -3.07 3.43 0.96  C4 1.511, H11 1.067, H17 1.061
3 C -2.70 1.89 -1.15  C4 1.643, H12 1.040, H14 1.116, H19 1.131
4 C -2.14 2.46 0.28  N2 1.511, C3 1.643, H15 1.117, H16 1.123
5 C 2.86 -2.09 1.33  C6 1.565, H7 1.071, H8 1.077, H9 1.114
6 C 2.70 -2.33 -0.21  N1 1.485, C5 1.565, H18 1.135, H20 1.087
7 H 2.23 -2.71 1.93  C5 1.071
8 H 3.91 -1.94 1.53  C5 1.077
9 H 2.44 -1.06 1.43  C5 1.114
10 H 2.06 -4.38 0.01  N1 1.078
11 H -2.61 4.29 0.52  N2 1.067
12 H -3.64 1.45 -1.07  C3 1.040
13 H 2.03 -3.61 -1.39  N1 0.990
14 H -2.04 1.24 -1.77  C3 1.116
15 H -1.88 1.70 1.06  C4 1.117
16 H -1.22 3.05 0.00  C4 1.123
17 H -4.02 3.48 0.49  N2 1.061
18 H 3.53 -2.02 -0.92  C6 1.135
19 H -2.87 2.75 -1.87  C3 1.131
20 H 1.77 -1.87 -0.52  C6 1.087

HOMO energy	-9.376	eV
net charge	0
Kohn-Sham gap	0.373	hartree
SMILES	CCN.CCN

In the natural (NBO) picture, each atom carries the following charge in e:
1 N -0.826
2 N -0.825
3 C -0.635
4 C -0.218
5 C -0.633
6 C -0.214
7 H 0.215
8 H 0.221
9 H 0.207
10 H 0.336
11 H 0.345
12 H 0.201
13 H 0.342
14 H 0.215
15 H 0.192
16 H 0.177
17 H 0.349
18 H 0.197
19 H 0.198
20 H 0.155

---

Formula: C4H14N2
Source: the Open Molecules 2025 dataset
Level of theory: ωB97M-V with the def2-TZVPD basis set

Last columns: bonded neighbours and bond lengths (Å).
CARTESIAN COORDINATES (ANGSTROEM)
1 N 1.24 0.25 -2.25  C3 1.444, C6 1.444, H8 1.008
2 N -0.37 0.59 1.84  C5 1.463, H10 1.018, H20 1.016
3 C 1.39 1.43 -1.43  N1 1.444, H14 1.085, H16 1.097, H18 1.096
4 C -0.82 -1.83 1.84  C5 1.535, H9 1.089, H11 1.096, H15 1.087
5 C -0.64 -0.57 2.69  N2 1.463, C4 1.535, H17 1.087, H19 1.090
6 C -0.10 0.04 -2.73  N1 1.444, H7 1.087, H12 1.088, H13 1.103
7 H -0.14 -0.84 -3.37  C6 1.087
8 H 1.94 0.20 -2.97  N1 1.008
9 H -0.50 -1.60 0.82  C4 1.089
10 H -1.18 0.73 1.23  N2 1.018
11 H -1.87 -2.11 1.77  C4 1.096
12 H -0.75 0.01 -1.86  C6 1.088
13 H -0.49 0.89 -3.32  C6 1.103
14 H 2.43 1.58 -1.19  C3 1.085
15 H -0.28 -2.70 2.20  C4 1.087
16 H 0.97 2.34 -1.88  C3 1.097
17 H 0.19 -0.71 3.38  C5 1.087
18 H 0.86 1.29 -0.48  C3 1.096
19 H -1.53 -0.42 3.31  C5 1.090
20 H -0.35 1.43 2.40  N2 1.016

HOMO energy	-8.360	eV
net charge	0
Kohn-Sham gap	0.349	hartree
SMILES	CCN.CNC

In the natural (NBO) picture, each atom carries the following charge in e:
1 N -0.624
2 N -0.827
3 C -0.421
4 C -0.626
5 C -0.218
6 C -0.406
7 H 0.200
8 H 0.352
9 H 0.219
10 H 0.343
11 H 0.200
12 H 0.186
13 H 0.151
14 H 0.199
15 H 0.214
16 H 0.151
17 H 0.184
18 H 0.207
19 H 0.160
20 H 0.352

---

Formula: C4H14N2
Source: the Open Molecules 2025 dataset
Level of theory: ωB97M-V with the def2-TZVPD basis set

Last columns: bonded neighbours and bond lengths (Å).
CARTESIAN COORDINATES (ANGSTROEM)
1 N -2.14 -4.30 -0.23  C4 1.454, C6 1.450, H12 1.015
2 N 1.99 3.34 0.30  C3 1.457, C5 1.494, H9 1.012
3 C 2.41 4.70 0.64  N2 1.457, H8 1.102, H16 1.096, H18 1.093
4 C -2.11 -2.96 -0.77  N1 1.454, H10 1.098, H14 1.086, H15 1.102
5 C 0.62 3.26 -0.29  N2 1.494, H7 1.083, H13 1.094, H17 1.086
6 C -0.86 -4.69 0.35  N1 1.450, H11 1.098, H19 1.090, H20 1.090
7 H 0.49 4.08 -0.98  C5 1.083
8 H 1.96 5.07 1.58  C3 1.102
9 H 2.00 2.75 1.12  N2 1.012
10 H -1.34 -2.85 -1.55  C4 1.098
11 H -0.01 -4.50 -0.32  C6 1.098
12 H -2.45 -4.93 -0.96  N1 1.015
13 H -0.12 3.39 0.50  C5 1.094
14 H -1.94 -2.26 0.04  C4 1.086
15 H -3.05 -2.76 -1.31  C4 1.102
16 H 3.50 4.74 0.76  C3 1.096
17 H 0.61 2.27 -0.74  C5 1.086
18 H 2.10 5.38 -0.15  C3 1.093
19 H -0.95 -5.68 0.78  C6 1.090
20 H -0.71 -4.07 1.23  C6 1.090

HOMO energy	-8.658	eV
net charge	0
Kohn-Sham gap	0.355	hartree
SMILES	CNC.CNC

In the natural (NBO) picture, each atom carries the following charge in e:
1 N -0.619
2 N -0.626
3 C -0.415
4 C -0.413
5 C -0.416
6 C -0.421
7 H 0.192
8 H 0.161
9 H 0.346
10 H 0.158
11 H 0.165
12 H 0.348
13 H 0.167
14 H 0.192
15 H 0.198
16 H 0.197
17 H 0.204
18 H 0.190
19 H 0.206
20 H 0.187

---

Formula: C4H14N2
Source: the Open Molecules 2025 dataset
Level of theory: ωB97M-V with the def2-TZVPD basis set

Last columns: bonded neighbours and bond lengths (Å).
CARTESIAN COORDINATES (ANGSTROEM)
1 N 2.52 -1.44 1.49  C3 1.467, H8 1.012, H12 1.015
2 N 0.37 -0.47 1.73  C3 1.436, H16 1.004, H20 1.004
3 C 1.78 -0.22 1.81  N1 1.467, N2 1.436, H11 1.097, H17 1.097
4 C -2.29 0.65 -0.71  C5 1.529, H7 1.094, H15 1.072, H18 1.093
5 C -1.39 0.06 -1.80  C4 1.529, C6 1.512, H9 1.092, H13 1.086
6 C -0.21 0.93 -2.14  C5 1.512, H10 1.086, H14 1.093, H19 1.093
7 H -3.17 1.18 -1.09  C4 1.094
8 H 3.39 -1.49 2.02  N1 1.012
9 H -0.96 -0.88 -1.44  C5 1.092
10 H 0.37 0.56 -2.98  C6 1.086
11 H 2.08 0.54 1.07  C3 1.097
12 H 2.00 -2.26 1.80  N1 1.015
13 H -1.99 -0.16 -2.68  C5 1.086
14 H -0.46 1.98 -2.33  C6 1.093
15 H -1.77 1.37 -0.10  C4 1.072
16 H -0.25 0.02 2.36  N2 1.004
17 H 2.07 0.19 2.79  C3 1.097
18 H -2.65 -0.13 -0.04  C4 1.093
19 H 0.52 0.98 -1.32  C6 1.093
20 H 0.05 -1.40 1.55  N2 1.004

HOMO energy	-8.858	eV
net charge	0
Kohn-Sham gap	0.366	hartree
SMILES	CCC.NCN

In the natural (NBO) picture, each atom carries the following charge in e:
1 N -0.838
2 N -0.877
3 C -0.029
4 C -0.606
5 C -0.401
6 C -0.603
7 H 0.201
8 H 0.359
9 H 0.198
10 H 0.205
11 H 0.154
12 H 0.347
13 H 0.195
14 H 0.196
15 H 0.204
16 H 0.375
17 H 0.143
18 H 0.203
19 H 0.206
20 H 0.369

---

Formula: C4H14N2
Source: the Open Molecules 2025 dataset
Level of theory: ωB97M-V with the def2-TZVPD basis set

Last columns: bonded neighbours and bond lengths (Å).
CARTESIAN COORDINATES (ANGSTROEM)
1 N 1.52 -1.41 -0.10  C6 1.479, H7 0.954, H16 1.091
2 N -1.54 0.80 -2.54  C4 1.475, H8 0.998, H18 1.084
3 C 1.50 -0.17 2.03  C6 1.479, H9 1.206, H10 1.098, H19 1.113
4 C -2.01 1.47 -1.32  N2 1.475, C5 1.511, H12 1.118, H20 1.094
5 C -2.01 0.54 -0.12  C4 1.511, H14 1.102, H15 1.060, H17 1.175
6 C 2.28 -1.03 1.11  N1 1.479, C3 1.479, H11 1.197, H13 1.091
7 H 1.66 -0.75 -0.78  N1 0.954
8 H -2.08 -0.02 -2.73  N2 0.998
9 H 0.70 -0.92 2.53  C3 1.206
10 H 0.80 0.61 1.70  C3 1.098
11 H 3.41 -0.75 0.82  C6 1.197
12 H -2.95 2.02 -1.54  C4 1.118
13 H 2.63 -1.90 1.66  C6 1.091
14 H -2.92 -0.07 -0.21  C5 1.102
15 H -1.28 -0.24 -0.11  C5 1.060
16 H 1.85 -2.34 -0.57  N1 1.091
17 H -1.91 1.08 0.91  C5 1.175
18 H -0.52 0.46 -2.38  N2 1.084
19 H 2.17 0.34 2.76  C3 1.113
20 H -1.31 2.29 -1.13  C4 1.094

HOMO energy (spin up / spin down)	-12.174 / -12.166	eV
2S+1	2
net charge	+1
Kohn-Sham gap (spin up / spin down)	0.305 / 0.096	hartree

In the natural (NBO) picture, each atom carries the following charge in e:
1 N -0.273
2 N -0.802
3 C -0.662
4 C -0.238
5 C -0.630
6 C -0.301
7 H 0.391
8 H 0.353
9 H 0.265
10 H 0.266
11 H 0.344
12 H 0.219
13 H 0.260
14 H 0.224
15 H 0.175
16 H 0.426
17 H 0.211
18 H 0.315
19 H 0.272
20 H 0.185

---

Formula: C4H14N2
Source: the Open Molecules 2025 dataset
Level of theory: ωB97M-V with the def2-TZVPD basis set

Last columns: bonded neighbours and bond lengths (Å).
CARTESIAN COORDINATES (ANGSTROEM)
1 N 1.31 -2.12 1.24  C4 1.517, H8 1.029, H11 1.030, H17 1.027
2 N -1.81 0.54 -1.39  C3 1.501, H9 1.022, H12 1.024, H13 1.027
3 C -0.47 0.64 -0.73  N2 1.501, C5 1.554, C6 1.561, H10 1.091
4 C 1.21 -0.76 0.58  N1 1.517, C6 1.554, H14 1.086, H19 1.091
5 C -0.05 2.09 -0.36  C3 1.554, H7 1.098, H15 1.083, H18 1.092
6 C -0.28 -0.33 0.48  C3 1.561, C4 1.554, H16 1.094, H20 1.095
7 H -0.97 2.64 -0.09  C5 1.098
8 H 2.27 -2.28 1.57  N1 1.029
9 H -1.77 0.99 -2.31  N2 1.022
10 H 0.21 0.39 -1.55  C3 1.091
11 H 0.79 -2.01 2.12  N1 1.030
12 H -2.55 0.86 -0.77  N2 1.024
13 H -2.04 -0.44 -1.60  N2 1.027
14 H 1.78 -0.11 1.24  C4 1.086
15 H 0.69 2.17 0.43  C5 1.083
16 H -0.99 -1.15 0.53  C6 1.094
17 H 1.03 -3.05 0.89  N1 1.027
18 H 0.36 2.54 -1.27  C5 1.092
19 H 1.70 -0.90 -0.39  C4 1.091
20 H -0.41 0.26 1.39  C6 1.095

HOMO energy	-20.459	eV
net charge	+2
Kohn-Sham gap	0.498	hartree
SMILES	C[C@H]([NH3+])CC[NH3+]

In the natural (NBO) picture, each atom carries the following charge in e:
1 N -0.685
2 N -0.667
3 C -0.046
4 C -0.201
5 C -0.631
6 C -0.461
7 H 0.239
8 H 0.461
9 H 0.468
10 H 0.223
11 H 0.443
12 H 0.456
13 H 0.449
14 H 0.252
15 H 0.253
16 H 0.238
17 H 0.468
18 H 0.251
19 H 0.241
20 H 0.251

---

Formula: C4H14N2O
Source: the Open Molecules 2025 dataset
Level of theory: ωB97M-V with the def2-TZVPD basis set

Last columns: bonded neighbours and bond lengths (Å).
CARTESIAN COORDINATES (ANGSTROEM)
1 O -1.31 2.22 1.36  H8 0.924, H17 0.978
2 N -0.44 0.59 -1.32  C5 1.450, C6 1.543, H9 1.091
3 N -1.00 -0.95 1.63  C7 1.505, H10 0.982, H18 0.983
4 C 1.24 -0.37 0.47  C6 1.604, C7 1.599, H13 1.045, H20 1.124
5 C -0.30 -0.59 -2.14  N2 1.450, H14 1.124, H15 1.087, H16 1.067
6 C 0.82 0.86 -0.47  N2 1.543, C4 1.604, H19 1.053, H21 1.025
7 C 0.29 -1.50 1.08  N3 1.505, C4 1.599, H11 1.112, H12 1.047
8 H -1.50 2.69 0.58  O1 0.924
9 H -0.72 1.44 -1.94  N2 1.091
10 H -1.49 -0.37 1.00  N3 0.982
11 H 0.58 -2.10 1.97  C7 1.112
12 H 0.07 -2.30 0.44  C7 1.047
13 H 1.81 0.12 1.19  C4 1.045
14 H -0.36 -1.49 -1.47  C5 1.124
15 H 0.59 -0.72 -2.77  C5 1.087
16 H -1.17 -0.73 -2.75  C5 1.067
17 H -0.45 1.76 1.38  O1 0.978
18 H -0.92 -0.54 2.52  N3 0.983
19 H 0.62 1.64 0.22  C6 1.053
20 H 1.97 -0.98 -0.14  C4 1.124
21 H 1.66 1.32 -0.84  C6 1.025

HOMO energy (spin up / spin down)	1.102 / -5.241	eV
2S+1	2
net charge	-1
Kohn-Sham gap (spin up / spin down)	0.105 / 0.330	hartree

In the natural (NBO) picture, each atom carries the following charge in e:
1 O -1.073
2 N -0.718
3 N -0.879
4 C -0.469
5 C -0.476
6 C -0.632
7 C -0.229
8 H 0.442
9 H 0.288
10 H 0.378
11 H 0.187
12 H 0.176
13 H 0.196
14 H 0.169
15 H 0.158
16 H 0.184
17 H 0.463
18 H 0.347
19 H 0.141
20 H 0.176
21 H 0.171

---

Formula: C4H14N2O
Source: the Open Molecules 2025 dataset
Level of theory: ωB97M-V with the def2-TZVPD basis set

Last columns: bonded neighbours and bond lengths (Å).
CARTESIAN COORDINATES (ANGSTROEM)
1 O 0.89 0.55 6.07  H10 0.986, H18 0.977
2 N 0.77 1.06 -0.33  C5 1.462, C6 1.477, H12 1.017
3 N -0.18 -1.45 -0.91  C4 1.455, C7 1.450, H9 1.012
4 C -1.14 -0.42 -0.54  N3 1.455, C5 1.516, H8 1.092, H16 1.110
5 C -0.45 0.61 0.33  N2 1.462, C4 1.516, H11 1.097, H20 1.095
6 C 0.78 1.89 -1.56  N2 1.477, H14 1.085, H17 1.096, H19 1.093
7 C -0.61 -2.34 -1.97  N3 1.450, H13 1.089, H15 1.087, H21 1.107
8 H -2.06 -0.82 -0.13  C4 1.092
9 H 0.70 -0.97 -1.02  N3 1.012
10 H 0.92 0.15 5.17  O1 0.986
11 H 0.00 0.14 1.22  C5 1.097
12 H 1.27 1.65 0.33  N2 1.017
13 H -1.43 -2.96 -1.63  C7 1.089
14 H 1.73 2.38 -1.73  C6 1.085
15 H 0.29 -2.83 -2.32  C7 1.087
16 H -1.41 0.12 -1.47  C4 1.110
17 H 0.65 1.15 -2.35  C6 1.096
18 H 1.48 -0.13 6.44  O1 0.977
19 H -0.07 2.57 -1.56  C6 1.093
20 H -1.08 1.39 0.75  C5 1.095
21 H -1.03 -1.72 -2.79  C7 1.107

HOMO energy (spin up / spin down)	1.197 / -5.585	eV
2S+1	2
net charge	-1
Kohn-Sham gap (spin up / spin down)	0.081 / 0.327	hartree

In the natural (NBO) picture, each atom carries the following charge in e:
1 O -1.202
2 N -0.677
3 N -0.642
4 C -0.241
5 C -0.481
6 C -0.466
7 C -0.408
8 H 0.186
9 H 0.385
10 H 0.281
11 H 0.186
12 H 0.341
13 H 0.182
14 H 0.193
15 H 0.196
16 H 0.132
17 H 0.173
18 H 0.382
19 H 0.165
20 H 0.171
21 H 0.144

---

Formula: C4H14N2O
Source: the Open Molecules 2025 dataset
Level of theory: ωB97M-V with the def2-TZVPD basis set

Last columns: bonded neighbours and bond lengths (Å).
CARTESIAN COORDINATES (ANGSTROEM)
1 O -0.20 0.46 -1.27  C5 1.383, H18 1.028
2 N -1.99 -0.89 -0.55  C5 1.467, C6 1.454, H12 1.010
3 N 0.31 0.37 1.22  C4 1.461, H8 1.008, H11 1.008
4 C 1.30 1.43 1.42  N3 1.461, C7 1.518, H10 1.097, H20 1.091
5 C -1.51 0.09 -1.53  O1 1.383, N2 1.467, H14 1.102, H17 1.105
6 C -1.31 -2.17 -0.64  N2 1.454, H9 1.095, H15 1.092, H16 1.096
7 C 2.53 1.16 0.57  C4 1.518, H13 1.085, H19 1.086, H21 1.096
8 H -0.60 0.50 1.65  N3 1.008
9 H -0.31 -2.11 -0.18  C6 1.095
10 H 1.58 1.53 2.47  C4 1.097
11 H 0.65 -0.57 1.31  N3 1.008
12 H -2.99 -1.02 -0.66  N2 1.010
13 H 3.24 1.97 0.67  C7 1.085
14 H -1.56 -0.32 -2.55  C5 1.102
15 H -1.87 -2.94 -0.09  C6 1.092
16 H -1.17 -2.52 -1.67  C6 1.096
17 H -2.20 0.95 -1.46  C5 1.105
18 H -0.05 0.42 -0.25  O1 1.028
19 H 2.26 1.05 -0.47  C7 1.086
20 H 0.84 2.37 1.11  C4 1.091
21 H 3.04 0.24 0.90  C7 1.096

HOMO energy	-8.652	eV
net charge	0
Kohn-Sham gap	0.357	hartree
SMILES	CNCO.CCN

In the natural (NBO) picture, each atom carries the following charge in e:
1 O -0.789
2 N -0.659
3 N -0.840
4 C -0.209
5 C 0.111
6 C -0.415
7 C -0.622
8 H 0.394
9 H 0.181
10 H 0.171
11 H 0.377
12 H 0.357
13 H 0.215
14 H 0.126
15 H 0.196
16 H 0.170
17 H 0.136
18 H 0.476
19 H 0.232
20 H 0.194
21 H 0.198

---

no.,DFT total energy (a.u.)
1,-214.6632
2,-270.2291
3,-270.2734
4,-270.2562
5,-270.2797
6,-269.8902
7,-269.6781
8,-345.4222
9,-345.4584
10,-345.5249